C63H164N13O23V as an isolated structure in a non-equilibrium geometry, computed with the ωB97M-V functional and the def2-TZVPD basis.

The largest force on an atom is 0.06723 hartree/bohr. The calculation puts the LUMO energy at -0.2 eV. Its HOMO-LUMO gap is 7.86 eV. As for the multiplicity: 1.

```
264
Properties=species:S:1:pos:R:3:mulliken_charge:R:1
O 1.44162 0.92714 0.48822 0.178
V 0.26451 0.38224 -0.47806 0.846
O -1.09785 1.06850 -0.01627 -0.380
O 0.06676 -2.67073 -3.30298 -1.293
C 0.08532 -1.63909 -2.43522 1.351
O 1.14630 -1.03121 -2.06778 -0.482
O -0.96653 -1.17392 -1.94816 -0.832
H -0.85373 -2.74036 -3.56652 0.223
C 3.30131 3.20996 -6.71982 -1.064
O 2.64144 2.27219 -5.85399 0.045
C 2.65992 0.90003 -6.28891 -1.208
C 1.86767 0.12068 -5.24851 1.318
N 2.08962 -1.31234 -5.28985 -0.157
C 3.49152 -1.71456 -5.00829 0.619
C 3.60907 -3.23529 -4.97469 -0.041
O 3.49872 -3.72800 -6.33263 -0.449
C 3.79165 -5.12966 -6.47917 -0.617
H 2.91290 3.18831 -7.73804 0.287
H 4.36699 2.99358 -6.64500 0.278
H 3.12554 4.21266 -6.33022 0.370
H 3.66244 0.51736 -6.48022 0.427
H 2.08016 0.77619 -7.20360 0.366
H 0.81424 0.36431 -5.38644 -0.653
H 2.10228 0.46424 -4.24103 -0.398
H 1.52532 -1.75154 -4.57657 0.031
H 3.79467 -1.34349 -4.02926 -0.467
H 4.12601 -1.36190 -5.82142 0.387
H 2.72267 -3.59968 -4.45546 -0.311
H 4.49615 -3.55342 -4.42698 0.550
H 4.84157 -5.42251 -6.47574 0.258
H 3.34792 -5.41851 -7.43193 0.304
H 3.42396 -5.58893 -5.56157 0.129
C -2.55264 -4.86526 -2.70217 -0.170
O -2.49979 -3.57186 -3.29584 -0.305
C -3.77359 -3.17627 -3.62866 -0.721
C -3.76215 -1.79153 -4.29275 -0.645
N -3.62390 -0.66221 -3.36986 1.525
C -3.79321 0.67941 -3.99500 -1.036
C -2.68422 0.91482 -5.06908 0.106
O -2.95894 0.21676 -6.26987 -0.458
C -1.76567 -0.02592 -6.98916 -0.420
H -3.32381 -5.53669 -3.07980 0.403
H -2.68355 -4.71790 -1.63014 -0.207
H -1.54759 -5.27317 -2.80970 0.028
H -4.44351 -3.11496 -2.77102 0.144
H -4.26153 -3.86034 -4.32297 0.413
H -4.71064 -1.65138 -4.81124 0.648
H -2.94445 -1.82312 -5.01279 0.166
H -2.78969 -0.69133 -2.80124 -0.914
H -3.74013 1.35217 -3.13904 0.279
H -4.78393 0.70163 -4.44893 0.185
H -1.71793 0.81879 -4.57396 -0.210
H -2.66789 1.98247 -5.28802 0.557
H -1.26949 0.91310 -7.23439 0.239
H -1.90418 -0.65171 -7.87080 0.347
H -1.07864 -0.52844 -6.30830 0.060
C -0.76031 -1.29242 2.05714 -1.610
O 0.34999 -1.42590 1.12068 1.045
C 0.96956 -2.75763 1.15309 -0.559
C -0.03863 -3.75445 0.61761 0.872
N 0.50382 -5.05786 0.53121 -0.249
C -0.42991 -6.19467 0.29750 -0.368
C -1.38469 -6.51217 1.47126 -0.466
O -2.48011 -7.25463 0.89893 -0.309
C -3.57626 -7.44446 1.74914 -0.628
H -0.69438 -1.85604 2.98779 0.486
H -1.62784 -1.65145 1.50343 0.437
H -0.86302 -0.26222 2.39806 -0.306
H 1.30344 -2.96388 2.16998 -0.010
H 1.87244 -2.79991 0.54389 -0.676
H -0.39528 -3.39640 -0.34816 -0.422
H -0.94444 -3.75908 1.22389 0.297
H 1.11731 -5.03951 -0.27089 -0.012
H 0.17056 -7.04130 -0.03530 0.479
H -0.98904 -5.89012 -0.58722 -0.194
H -1.77043 -5.57948 1.88284 0.297
H -0.93335 -7.16228 2.22075 0.360
H -4.13889 -6.52045 1.88238 0.134
H -3.25693 -7.79166 2.73179 0.322
H -4.30988 -8.05972 1.22825 0.267
C -1.87705 -0.87754 7.04450 -0.585
O -1.51615 0.38788 7.51570 -0.282
C -2.43892 1.07332 8.36943 -0.712
C -3.88842 1.24418 7.84507 -0.602
N -3.89685 1.95682 6.62844 -0.064
C -5.21038 2.07591 5.99445 -0.853
C -5.03471 2.84137 4.64681 0.153
O -6.19699 2.77193 3.83467 -0.461
C -5.99680 3.32859 2.59896 -0.713
H -2.60104 -0.87425 6.22969 0.060
H -2.25415 -1.51228 7.84637 0.434
H -1.02102 -1.41934 6.64228 0.229
H -1.96772 1.98175 8.74469 0.320
H -2.44884 0.50073 9.29686 0.416
H -4.42350 1.83546 8.58817 0.436
H -4.37488 0.26970 7.80206 0.324
H -3.12675 1.57287 6.09965 -0.191
H -5.91060 2.67373 6.57791 0.377
H -5.72107 1.13519 5.78867 0.303
H -4.13546 2.49237 4.13922 -0.195
H -4.82019 3.89353 4.83394 0.428
H -5.93575 4.40738 2.74248 0.363
H -6.98793 3.20980 2.16120 0.410
H -5.24949 2.94254 1.90572 0.164
C 3.18343 4.53298 2.35772 -0.872
O 3.92771 3.53635 3.00530 -0.235
C 5.29099 3.46737 2.66133 -0.248
C 6.02126 2.54364 3.63617 0.157
N 6.46082 3.14263 4.84347 -0.555
C 6.89589 2.14458 5.82403 -0.309
C 6.76842 2.85291 7.19673 -0.908
O 5.32966 2.98422 7.42689 -0.140
C 5.09762 3.72336 8.59366 -0.961
H 3.60347 5.53166 2.23815 0.446
H 2.22756 4.64540 2.86935 0.296
H 2.86269 4.24105 1.35771 0.081
H 5.68630 4.48308 2.67372 0.494
H 5.27184 3.05334 1.65320 -0.064
H 6.89848 2.10592 3.15971 0.426
H 5.40181 1.65837 3.77998 -0.471
H 5.71119 3.59816 5.34413 0.420
H 7.92621 1.80020 5.73490 0.438
H 6.30957 1.23017 5.91447 0.053
H 7.21754 3.84593 7.17914 0.430
H 7.20586 2.36436 8.06740 0.494
H 4.09666 4.15046 8.65518 0.276
H 5.69725 4.63229 8.64253 0.336
H 5.31164 3.21266 9.53253 0.363
C 3.57681 -4.14266 -1.31630 -1.767
C 2.95177 -5.23554 -2.17921 1.712
C 3.36061 -6.66771 -1.80514 -1.397
O 4.77107 -6.81613 -1.80688 -0.343
C 5.14380 -8.22442 -1.61499 -0.832
N 1.52366 -5.13399 -2.16642 0.170
H 4.65571 -4.27041 -1.40437 0.742
H 3.41883 -4.35866 -0.25968 0.456
H 3.35471 -3.13477 -1.66694 0.258
H 3.30378 -5.09336 -3.20096 -0.625
H 2.94613 -7.35679 -2.54098 0.651
H 2.93867 -6.98056 -0.85005 0.473
H 4.79191 -8.65438 -0.67723 0.330
H 6.22324 -8.26059 -1.76198 0.264
H 4.68077 -8.92674 -2.30813 0.334
H 1.26322 -4.24942 -2.57848 -0.376
H 1.05866 -5.88418 -2.65743 0.242
C 0.90369 3.83725 -0.74886 -1.537
C 0.00727 3.29715 -1.89618 1.533
C 0.27210 4.07540 -3.23599 -0.871
O -0.15895 3.38131 -4.44694 0.031
C 0.00409 4.04368 -5.67148 -0.648
N 0.61367 1.93507 -2.08660 1.673
H 1.98253 3.76142 -0.88472 0.011
H 0.65028 3.32071 0.17692 -0.031
H 0.68276 4.87128 -0.48410 0.713
H -1.06475 3.16337 -1.75133 -0.464
H 1.33611 4.30944 -3.27067 0.231
H -0.20287 5.05540 -3.28196 0.599
H -0.65150 4.90496 -5.79989 0.329
H -0.19223 3.34011 -6.48053 0.099
H 1.03093 4.40150 -5.74665 0.132
H 1.57548 2.12615 -2.32848 -0.672
H 0.23671 1.86416 -3.02093 -0.782
C 3.14004 0.72257 5.85694 -1.969
C 2.04419 0.60857 4.76237 1.002
C 0.77948 1.42070 5.02403 -1.040
O -0.02118 1.56278 3.83521 0.234
C -1.15138 2.44386 3.95509 0.484
N 2.72034 0.97215 3.52310 0.864
H 2.81785 0.27082 6.79514 0.559
H 3.39756 1.71293 6.23240 0.558
H 4.07640 0.23887 5.57879 0.219
H 1.68103 -0.41898 4.74333 0.239
H 1.06084 2.43173 5.31856 0.374
H 0.20508 1.01106 5.85491 0.171
H -1.79551 1.95082 4.68319 -0.499
H -1.68552 2.44179 3.00493 -0.272
H -0.82474 3.41203 4.33461 0.449
H 2.96737 1.95145 3.53153 -0.137
H 2.06073 0.87143 2.76491 -0.547
C -6.55386 0.71935 -0.69580 -1.252
C -7.24633 -0.20968 -1.65972 0.409
C -7.58771 0.47271 -3.04740 0.107
O -8.48440 1.58521 -2.86134 -0.405
C -8.45476 2.60426 -3.90008 -0.746
N -6.35143 -1.31742 -1.88873 0.266
H -5.57632 1.06007 -1.03701 0.030
H -6.45281 0.32177 0.31405 0.293
H -7.22821 1.55790 -0.52205 0.517
H -8.11769 -0.56181 -1.10761 0.408
H -7.97839 -0.24589 -3.76788 0.432
H -6.63330 0.85397 -3.41052 -0.309
H -7.61109 3.28065 -3.76289 0.243
H -9.35139 3.20722 -3.75656 0.286
H -8.53568 2.22833 -4.91999 0.321
H -5.46012 -0.99559 -2.23814 -0.679
H -6.61435 -1.98453 -2.60002 0.329
C 5.34243 3.03424 -1.74341 -1.667
C 4.87268 2.84417 -3.20051 -0.276
C 5.12946 1.43974 -3.72470 0.804
O 6.52617 1.17644 -3.46138 -0.508
C 6.78352 -0.10105 -3.93286 -0.545
N 3.45843 3.15882 -3.20852 0.268
H 5.28065 4.03401 -1.31359 0.557
H 6.35705 2.69082 -1.54166 0.587
H 4.71596 2.41591 -1.10054 0.079
H 5.41622 3.63130 -3.72309 0.426
H 4.95699 1.39943 -4.80022 0.271
H 4.55840 0.70589 -3.15598 -0.525
H 6.54158 -0.17377 -4.99318 0.335
H 6.26926 -0.92756 -3.44245 0.020
H 7.86444 -0.24130 -3.93863 0.367
H 3.34823 4.12453 -2.93398 0.396
H 3.13023 3.14113 -4.16353 -0.429
C -3.79743 4.34685 -0.82232 -0.952
C -3.26237 5.34699 0.22918 0.763
C -4.30977 6.43298 0.52839 -0.928
O -4.17140 7.37859 -0.57709 -0.311
C -4.89353 8.59769 -0.40229 -0.823
N -3.02419 4.64417 1.50056 -0.217
H -2.99200 3.65813 -1.07732 -0.214
H -4.04442 4.93032 -1.70926 0.497
H -4.58779 3.69692 -0.44677 0.259
H -2.30242 5.74300 -0.10217 0.229
H -4.08099 6.86865 1.50099 0.491
H -5.31623 6.01471 0.54187 0.335
H -5.96585 8.54497 -0.59059 0.296
H -4.47969 9.24817 -1.17282 0.259
H -4.76055 9.08991 0.56112 0.323
H -2.41045 3.85959 1.33361 -0.130
H -2.54121 5.18680 2.20226 0.264
C 4.30724 -3.04585 3.55853 -1.429
C 5.25078 -2.11872 2.79154 -0.058
C 4.83117 -1.75960 1.32306 0.401
O 5.91284 -1.15813 0.73629 -0.549
C 5.52173 -0.66436 -0.55873 -0.095
N 5.35244 -0.85559 3.49763 -0.394
H 4.62558 -3.26220 4.57831 0.403
H 4.22420 -4.01435 3.06536 0.505
H 3.28274 -2.67435 3.53664 -0.001
H 6.26852 -2.50875 2.80506 0.394
H 3.90975 -1.18436 1.23254 0.131
H 4.72155 -2.71708 0.81381 0.067
H 5.52381 -1.52543 -1.22706 0.003
H 6.27555 0.02440 -0.94010 0.289
H 4.54836 -0.17853 -0.62682 0.085
H 4.42015 -0.54539 3.73149 -0.180
H 5.65279 -0.26562 2.73486 0.160
C -4.39439 -3.87617 0.41388 -0.746
C -5.64357 -3.39889 1.25052 0.606
C -5.41490 -2.00600 1.88460 -0.609
O -4.29187 -1.96041 2.70490 -0.509
C -4.21149 -0.81724 3.55939 -0.372
N -6.76055 -3.24801 0.35204 -0.784
H -4.31220 -3.20015 -0.43719 -0.005
H -4.64079 -4.85817 0.01005 0.520
H -3.45779 -3.96281 0.96468 0.108
H -5.99577 -4.10188 2.00541 0.312
H -6.30940 -1.85326 2.48844 0.428
H -5.32196 -1.19715 1.15987 -0.123
H -4.00281 0.02065 2.89418 0.275
H -3.39810 -0.99324 4.26331 -0.310
H -5.12486 -0.62572 4.12258 0.691
H -6.55524 -2.46295 -0.24930 0.053
H -6.79044 -3.96943 -0.35418 0.341
```